Record 1
Below is C14H10Cl2N5O2STl as an isolated structure, with properties calculated with wB97M-V/def2-TZVPD.

Each line ends with the natural charge from an NBO analysis.
Positions of all 35 atoms, in Å:
Tl (-0.61746, 1.29828, -0.93051)  0.773
C (-5.05295, -0.61823, -0.76726)  -0.685
C (-3.83845, 0.03012, -0.16583)  0.196
N (-2.67987, -0.49754, -0.17680)  -0.148
O (-2.66860, -1.71114, -0.81262)  -0.554
C (-3.97691, 1.34631, 0.51270)  0.101
C (-5.31832, 1.84123, 0.97519)  -0.660
N (-2.93541, 2.06615, 0.72110)  0.079
O (-2.80011, 3.12951, 1.30351)  -0.217
H (-4.75993, -1.22937, -1.61583)  0.256
H (-5.77688, 0.12994, -1.08867)  0.228
H (-5.53821, -1.27660, -0.04131)  0.244
H (-1.72670, -1.93053, -0.81084)  0.494
H (-5.94411, 1.00936, 1.29737)  0.232
H (-5.83784, 2.37050, 0.17245)  0.237
H (-5.18547, 2.53249, 1.80562)  0.244
Cl (0.31052, -0.72948, 1.24748)  0.041
C (1.81064, -1.30388, 0.60722)  0.110
C (2.81351, -1.55766, 1.49919)  -0.280
C (4.04258, -2.01613, 1.02636)  -0.093
C (4.27157, -2.19102, -0.33000)  -0.244
C (3.26441, -1.93405, -1.23521)  0.023
Cl (3.59942, -2.19076, -2.89553)  0.091
C (1.97161, -1.49458, -0.80383)  -0.342
S (0.70593, -1.28487, -1.91334)  0.061
H (2.66265, -1.37536, 2.55501)  0.247
H (4.84514, -2.19031, 1.73112)  0.239
H (5.23787, -2.50986, -0.69398)  0.248
N (1.65543, 2.23979, -0.16188)  -0.590
C (2.80454, 2.05278, -0.16429)  0.433
C (4.18589, 1.83173, -0.16893)  -0.604
C (4.87768, 1.70254, 1.06545)  0.309
N (5.40581, 1.55040, 2.08566)  -0.390
C (4.84231, 1.57634, -1.40842)  0.304
N (5.34969, 1.33387, -2.42035)  -0.382

Force components x, y, z for each atom (eV/Å):
0.2 0.4 -0.3
0.0 0.1 0.1
-0.3 0.3 0.2
-0.2 0.3 0.2
0.3 -0.3 -0.1
-0.1 -0.2 0.0
0.0 0.0 0.0
-0.2 -0.4 0.0
0.1 0.3 0.1
0.0 0.0 0.0
0.0 0.0 0.0
0.0 0.0 0.0
0.1 -0.2 -0.1
0.0 0.0 0.0
0.0 0.0 0.0
0.0 0.0 0.0
-0.1 -0.1 0.0
0.0 0.0 -0.3
0.2 0.0 0.1
0.1 0.2 0.0
0.1 0.0 0.1
-0.1 0.0 0.0
-0.1 0.1 0.0
-0.1 0.0 0.0
0.2 -0.1 0.1
0.0 0.0 -0.1
0.0 0.0 0.0
0.0 0.0 0.0
0.1 -0.1 0.0
0.3 0.0 0.0
-0.1 -0.1 -0.1
-0.1 -0.2 0.2
-0.2 0.1 -0.4
-0.1 -0.1 0.0
-0.2 0.1 0.3

## Properties
Total energy, eV: -66793.4442

---

Record 2
Below is one molecule with the formula C5H9N3 in a non-equilibrium geometry, with properties calculated with wB97M-V/def2-TZVPD.

Each line ends with the natural charge from an NBO analysis.
Positions of all 17 atoms, in Å:
N (-2.62097, 0.00508, 0.40368)  -0.852
C (-1.97819, -1.19707, -0.13979)  -0.199
C (-0.72175, -0.91639, -0.96242)  -0.442
C (0.33251, -0.12376, -0.26838)  0.084
C (0.41129, 1.19192, 0.07686)  -0.123
N (1.70287, 1.39993, 0.50220)  -0.519
C (2.34530, 0.22253, 0.42144)  0.166
N (1.56525, -0.70785, -0.06025)  -0.454
H (-2.11716, 0.86048, 0.22867)  0.350
H (-3.56617, 0.12814, 0.06585)  0.358
H (-1.73932, -1.85760, 0.69875)  0.179
H (-2.71936, -1.70980, -0.75609)  0.182
H (-1.05151, -0.47635, -1.90331)  0.208
H (-0.33511, -1.88329, -1.29647)  0.236
H (-0.23666, 2.04322, -0.04133)  0.209
H (1.94740, 2.27072, 0.96312)  0.418
H (3.36510, 0.05109, 0.71019)  0.199

Force components x, y, z for each atom (eV/Å):
-0.3 0.1 0.1
-0.3 0.3 0.4
-0.9 -0.5 -0.3
0.6 -0.3 -0.7
0.0 0.2 -0.2
-0.6 1.1 0.5
0.1 -0.6 0.0
0.0 -0.2 0.2
0.1 -0.1 0.0
0.1 0.0 0.0
0.1 -0.1 -0.1
0.2 -0.2 -0.1
0.1 0.6 0.0
0.4 0.1 0.4
-0.2 -0.1 0.1
0.4 -0.5 -0.2
0.2 0.2 0.1

## Properties
Structure (SMILES): NCCc1c[nH]cn1
ΔE to the lowest compared entry with this formula, charge and spin, kJ/mol: 41.6

---

Record 3
Below is C43H48AuClN3O3 as an isolated structure in a non-equilibrium geometry, with properties calculated with wB97M-V/def2-TZVPD.

Each line ends with the Mulliken charge.
Positions of all 99 atoms, in Å:
Au (-0.45830, -0.24361, 0.38192)  2.799
C (-0.42478, -3.94012, 0.39756)  -1.818
C (-0.08157, -3.88501, 1.94849)  0.295
C (1.40628, -3.51283, 2.06432)  -1.780
C (-1.06023, -3.02885, 2.66846)  0.139
C (-2.16046, -3.66112, 3.20761)  -0.872
C (-3.16807, -2.99852, 3.98133)  -1.539
C (-3.02548, -1.61406, 4.11558)  -1.003
C (-1.95852, -0.92181, 3.58196)  0.736
C (-1.85496, 0.59104, 3.98225)  0.304
C (-0.92339, 0.70096, 5.24445)  -1.280
C (-1.25072, 1.53797, 2.98349)  -0.591
C (-0.98365, -1.61281, 2.83854)  0.030
N (0.05881, -0.88735, 2.22253)  0.509
C (1.11580, -0.48372, 2.90708)  -0.858
C (2.27019, 0.21465, 2.41047)  0.962
C (3.31783, 0.30575, 3.36360)  -1.201
C (4.50531, 0.89661, 3.13114)  -0.834
C (4.65209, 1.56554, 1.87465)  -0.643
C (3.68615, 1.54886, 0.92167)  -1.199
C (2.46587, 0.84231, 1.14040)  1.012
N (1.49942, 0.72491, 0.17043)  0.668
C (1.66564, 1.54819, -1.01610)  -0.354
C (2.14338, 0.91211, -2.20769)  0.693
C (2.16828, 1.56613, -3.43536)  -0.613
C (1.69935, 2.85587, -3.55299)  -1.118
C (1.22008, 3.49558, -2.36986)  -0.686
C (1.15284, 2.81168, -1.08963)  0.904
C (0.36607, 3.60827, -0.03952)  0.838
C (0.83510, 5.03799, -0.05630)  -1.657
C (-1.11494, 3.44441, -0.28151)  -0.986
C (2.73104, -0.53862, -2.22937)  0.362
C (4.24879, -0.49536, -2.36966)  -1.694
C (2.32994, -1.57984, -1.18864)  -2.352
H (0.19456, -4.66689, -0.15555)  0.496
H (-0.37327, -2.90511, 0.00097)  0.449
H (-1.42409, -4.26524, 0.26754)  0.563
H (-0.21338, -4.88842, 2.33923)  0.886
H (1.69324, -2.77276, 1.30890)  0.340
H (2.11340, -4.42146, 1.99554)  0.389
H (1.67123, -3.01525, 2.99289)  0.412
H (-2.27527, -4.76021, 3.22116)  0.370
H (-3.92522, -3.60938, 4.38325)  0.491
H (-3.61837, -1.03708, 4.83478)  0.455
H (-2.86635, 0.85833, 4.31750)  0.868
H (0.18960, 0.52953, 5.08620)  0.208
H (-1.26380, -0.09050, 5.87855)  0.448
H (-0.97850, 1.65598, 5.79548)  0.395
H (-0.13572, 1.58693, 2.97930)  0.036
H (-1.66374, 2.51166, 3.30585)  0.628
H (-1.64627, 1.33369, 2.06471)  -0.607
H (1.10487, -0.83433, 3.92214)  0.769
H (3.17124, -0.12294, 4.41229)  0.340
H (5.21879, 0.97329, 3.99111)  0.370
H (5.60841, 2.08577, 1.58705)  0.370
H (3.88943, 1.96087, -0.10052)  0.523
H (2.45923, 1.06961, -4.39247)  0.387
H (1.71883, 3.37641, -4.51538)  0.440
H (0.79718, 4.44419, -2.44524)  0.293
H (0.59917, 3.27733, 0.97388)  -0.045
H (0.62328, 5.52185, -0.98524)  0.335
H (1.92759, 5.01740, 0.06454)  0.425
H (0.17862, 5.59042, 0.64757)  0.443
H (-1.42889, 3.86136, -1.28998)  0.211
H (-1.73464, 4.00880, 0.39486)  0.567
H (-1.45963, 2.40874, -0.16760)  -0.097
H (2.49409, -0.94758, -3.22845)  0.395
H (4.73071, 0.10679, -1.59903)  0.287
H (4.57904, -0.11060, -3.32581)  0.413
H (4.66548, -1.49758, -2.25360)  0.452
H (2.79521, -1.48345, -0.19986)  0.410
H (2.83047, -2.48679, -1.43919)  0.649
H (1.25165, -1.67573, -1.06581)  0.610
Cl (-4.53462, -2.90616, -2.71336)  -0.216
C (-4.19489, -1.79444, -1.52384)  0.354
C (-5.07840, -0.69731, -1.36331)  -0.502
C (-4.72838, 0.21660, -0.41548)  -1.167
C (-3.57551, -0.02196, 0.38415)  0.072
N (-2.73957, -1.08736, 0.20503)  0.334
C (-3.12664, -1.99180, -0.70581)  -0.711
H (-5.93088, -0.71893, -2.08952)  0.350
H (-5.23305, 1.10338, -0.31520)  0.608
H (-3.36102, 0.72185, 1.18716)  0.182
H (-2.41924, -2.80906, -0.90916)  0.381
O (-1.06654, 2.13319, -3.65128)  -0.685
C (-0.96604, 0.97201, -4.32261)  0.601
C (-1.02147, 1.07412, -5.68915)  -0.586
C (-0.92734, -0.04170, -6.48394)  -0.558
C (-0.86497, -1.31108, -5.91182)  -0.749
C (-0.79286, -1.44048, -4.53749)  -0.780
C (-0.87732, -0.32256, -3.70731)  0.171
C (-0.86378, -0.59494, -2.29680)  1.590
O (-0.78094, -1.73282, -1.86419)  -0.751
O (-1.05032, 0.45544, -1.52667)  -1.025
H (-0.84397, 1.90069, -2.70588)  -0.188
H (-1.08024, 2.04273, -6.07377)  0.591
H (-0.98926, 0.09008, -7.54405)  0.447
H (-0.85488, -2.14501, -6.60989)  0.443
H (-0.66922, -2.48735, -4.11875)  0.249

Force components x, y, z for each atom (eV/Å):
-0.5 0.0 -1.1
0.7 0.5 1.1
0.9 -0.4 -1.9
1.2 -0.8 0.1
-0.3 1.2 0.2
-1.8 -0.3 1.8
2.6 0.9 -2.0
-0.5 -0.7 1.3
0.9 1.0 -0.3
1.9 -1.5 1.1
0.4 -0.2 0.1
0.0 1.7 2.1
-1.0 -1.2 0.9
2.5 1.2 1.2
-2.5 -1.7 -1.9
0.9 0.3 0.9
-1.9 -1.5 1.8
1.2 1.7 -0.3
2.1 0.4 0.4
-0.3 -0.2 -1.4
-1.4 -0.4 -0.7
1.4 1.7 0.8
0.3 -2.0 -1.3
0.6 -1.5 0.6
-0.1 -0.2 -0.7
-0.3 1.4 1.9
1.1 -3.2 -0.2
-0.6 2.5 -1.9
0.7 -0.9 0.0
-0.7 0.4 0.4
-1.1 0.3 -1.2
0.1 0.4 -0.8
0.7 0.1 0.8
0.2 0.7 0.7
0.1 0.6 0.3
0.3 -0.9 -0.1
-1.2 -0.4 0.0
0.0 -0.2 0.1
0.0 -0.4 -0.2
-1.3 1.3 -0.1
-0.1 -0.2 0.5
0.4 0.6 -0.5
-0.9 -0.2 0.6
-0.3 -0.4 -0.5
0.3 0.3 -0.4
-1.4 0.2 -0.3
0.1 -0.4 1.0
-0.3 -0.3 -0.4
-1.1 0.0 0.0
0.6 0.0 -0.4
-0.6 -0.2 -2.8
0.4 0.0 0.4
-0.1 0.4 -1.7
-0.4 -0.1 -1.3
-1.0 -0.6 0.7
-0.4 -0.3 1.2
0.0 0.1 1.2
-0.2 -0.2 0.4
-0.5 1.3 -0.2
0.0 -0.5 0.1
0.0 0.3 -0.7
-0.4 0.7 0.5
1.1 -0.1 0.2
0.5 -0.8 0.9
0.0 0.4 0.7
0.2 0.2 -0.4
-0.8 0.1 0.5
0.0 0.1 0.2
-0.1 0.2 -0.2
-0.1 -0.1 -0.1
-0.1 0.8 0.1
-0.3 -1.1 -0.9
0.3 -0.4 -0.2
-0.3 -1.4 -1.3
-1.5 1.3 1.0
0.5 -1.7 -1.4
2.0 -1.6 0.8
-0.2 -0.1 -0.4
-1.7 1.6 0.7
1.8 -0.1 0.0
0.7 0.7 1.0
-1.3 1.9 0.5
0.1 -0.8 -0.8
-0.7 0.4 0.3
0.3 -0.6 1.5
-0.5 -1.1 0.9
0.5 -0.9 0.1
-0.5 -0.2 0.4
0.3 0.2 -0.7
0.0 -1.6 -0.4
0.2 0.7 -1.8
-0.9 0.9 0.2
0.7 -0.3 0.4
0.7 -0.4 0.5
-0.5 0.4 -0.8
-0.2 1.3 -0.7
0.1 -0.1 -0.5
0.1 -0.1 0.5
-0.3 1.7 -0.3

## Properties
Charge: +1
⟨S²⟩: 2.07
Total energy, eV: -72188.7634
2S+1: 3

---

Record 4
Below is a 4-piece molecular cluster, C4H12O4 overall in a non-equilibrium geometry, with properties calculated with wB97M-V/def2-TZVPD.

Each line ends with the natural charge from an NBO analysis.
Positions of all 20 atoms, in Å:
C (-1.65140, 0.86154, -1.69866)  -0.344
C (-1.02014, 1.55955, -0.77514)  -0.240
C (-0.49118, 0.84013, 0.42493)  0.331
C (-1.18190, 0.27636, 1.42009)  -0.597
O (0.81575, 0.55381, 0.21035)  -0.725
H (-1.76977, -0.21156, -1.60367)  0.193
H (-2.00971, 1.28123, -2.62283)  0.201
H (-0.80388, 2.61098, -0.87153)  0.213
H (-0.55760, -0.27611, 2.11563)  0.188
H (-2.20857, 0.34811, 1.74851)  0.225
H (1.22567, -0.13893, 0.78408)  0.513
O (1.76649, -1.69927, 1.24274)  -0.946
H (1.01839, -2.11888, 1.67772)  0.495
H (1.77856, -2.07303, 0.35491)  0.497
O (2.68939, 2.06803, -1.46351)  -0.929
H (3.13739, 1.57251, -0.76658)  0.464
H (1.97126, 2.44603, -0.93362)  0.466
O (-0.52380, -2.64997, 0.12873)  -0.970
H (-1.12107, -3.38814, 0.31950)  0.475
H (-1.06387, -1.86238, 0.30835)  0.490

Force components x, y, z for each atom (eV/Å):
0.0 -0.2 -0.3
-0.1 -0.2 0.8
-0.1 -1.0 -0.9
0.5 -0.2 0.8
0.4 0.7 0.1
-0.1 0.0 0.1
0.0 0.3 -0.1
0.0 0.2 -0.1
-0.1 -0.1 0.2
-0.1 0.5 -0.7
-0.6 0.1 0.1
0.6 0.3 0.3
-0.1 -0.2 -0.2
-0.2 -0.2 0.0
0.0 0.3 0.6
0.2 -0.2 -0.3
0.0 -0.1 -0.5
-0.6 -0.3 0.2
0.2 0.1 -0.2
0.2 0.1 0.0

## Properties
Structure (SMILES): C=CC(=C)O.O.O.O
ΔE to the lowest compared entry with this formula, charge and spin, kJ/mol: 187.1